Record 1
45
Properties=species:S:1:pos:R:3 method="wB97M-V/def2-TZVPD" orbital_gap_ha=0.15860 relative_energy_kcal_mol=47.6 fmax_ev_per_a=4.3 homo_ha=-0.167 total_charge=0
Ca 0.5108 -0.5640 0.7758
C 2.0731 -0.6563 3.0707
O 1.2166 0.2783 2.9188
O 3.1191 -0.5958 3.7716
O 2.0443 -1.5350 2.1272
C -2.0150 1.4913 2.2245
O -1.2920 0.5872 1.8277
N -3.2740 1.8107 1.8355
N -1.5685 2.2449 3.2262
H -3.5432 2.7419 2.1001
H -3.8833 1.2469 1.2745
H -0.6785 2.1311 3.6901
H -2.2117 2.8761 3.6743
C -2.1581 -2.4533 0.3838
O -1.0891 -2.2141 0.9195
N -2.6338 -3.7212 0.1602
N -3.0683 -1.5155 0.1263
H -3.2604 -3.6565 -0.6292
H -1.8454 -4.3538 0.1143
H -4.0111 -1.8686 0.1161
H -2.8242 -0.6892 0.6636
C -1.0158 0.8746 -2.1028
O -0.6108 0.1204 -1.2369
N -2.1248 1.6069 -1.9651
N -0.4296 1.0136 -3.3067
H -2.2084 2.3736 -2.6087
H -2.8037 1.3668 -1.2671
H -0.7847 1.6252 -4.0197
H 0.2815 0.3671 -3.6018
C 2.4720 2.1127 0.2897
O 1.9069 1.0389 0.0743
N 3.0303 2.8822 -0.6645
N 2.6662 2.5924 1.5411
H 2.8378 2.5451 -1.5944
H 3.4244 3.7947 -0.5362
H 2.4275 1.8392 2.1955
H 3.4188 3.2428 1.6725
C 2.0321 -2.4019 -1.7424
O 1.6797 -1.6796 -0.8162
N 3.2332 -2.9892 -1.7873
N 1.2936 -2.6130 -2.8203
H 3.5297 -3.6007 -2.5263
H 3.9543 -2.6459 -1.1730
H 1.7462 -2.9646 -3.6428
H 0.4364 -2.0861 -2.7325

***

Record 2
21
Properties=species:S:1:pos:R:3 method="wB97M-V/def2-TZVPD" orbital_gap_ha=0.35746 relative_energy_kcal_mol=65.2 fmax_ev_per_a=4.7 homo_ha=-0.330 total_charge=0
C -1.9419 0.4711 -0.4499
C -1.3075 -0.1338 0.8546
C -0.0328 -0.4008 0.9976
C 1.0000 -1.0303 -0.0516
C 0.4411 -0.8147 2.4119
C 1.8628 -0.5575 2.7009
H -1.1470 0.6288 -1.2916
H -2.1751 1.4726 -0.2490
H -2.8181 -0.0874 -0.7489
H -2.1112 -0.1123 1.6279
H 0.6737 -1.2847 -1.0232
H 1.9666 -0.4746 0.0941
H 1.3388 -1.8998 0.6113
H -0.2836 -0.2036 3.0908
H 0.2012 -1.8483 2.6856
H 2.1179 -0.5148 3.7866
H 2.4572 -1.3270 2.0657
H 2.1644 0.3756 2.4630
O -1.1585 2.5277 -6.7445
H -0.9850 2.9621 -5.8186
H -0.2629 2.2517 -7.0127

***

Record 3
51
Properties=species:S:1:pos:R:3 method="wB97M-V/def2-TZVPD" orbital_gap_ha=0.33709 fmax_ev_per_a=5.7 homo_ha=-0.338 total_charge=0
C 5.1160 -0.2786 1.2942
C 5.4562 -1.3310 0.1269
Si 3.9243 -1.3576 -1.0680
C 3.8572 -2.9106 -2.1899
C 5.2007 -3.1974 -3.0184
O 5.8505 -2.3621 -3.6726
O 5.6894 -4.5551 -3.0605
O 2.4846 -1.0195 -0.1649
Si 1.6274 -2.4148 0.3728
C -0.2560 -1.9755 0.1822
C -0.6922 -1.3043 -1.1331
C -2.1387 -0.8406 -1.4930
C -3.1570 -1.1826 -0.3398
C -2.5450 -1.8972 0.8962
N -1.2128 -2.2681 1.1919
B 4.1859 0.2179 -2.2412
O 5.4423 0.5719 -2.8429
O 2.9984 1.0408 -2.5091
H 6.0596 0.0735 1.8555
H 4.3501 -0.7606 1.9978
H 4.5877 0.6516 0.8541
H 6.3135 -0.8575 -0.4907
H 5.7385 -2.3722 0.4949
H 3.6338 -3.8957 -1.6267
H 3.0147 -2.7216 -2.9637
H 4.9141 -5.1472 -2.8790
H 1.8224 -3.6225 -0.4211
H 1.8622 -2.7479 1.7979
H 0.1228 -1.1133 -1.9213
H -2.4356 -0.3511 -2.4720
H -4.2663 -0.9102 -0.4362
H -3.3128 -2.1715 1.7132
H 5.2548 0.5781 -3.8157
H 2.5093 0.6537 -3.2775
C -4.9540 3.6767 3.3472
C -4.1431 2.5988 2.6334
C -3.8403 2.9242 1.1571
O -4.9443 2.7352 0.2757
C -5.8670 3.8116 0.2500
N -4.8380 1.3139 2.7682
H -6.0111 3.6564 3.0757
H -4.9032 3.5336 4.4301
H -4.5626 4.6739 3.1258
H -3.1813 2.5252 3.1527
H -3.0685 2.2288 0.8131
H -3.4226 3.9319 1.0424
H -5.3751 4.7798 0.3783
H -6.6330 3.6685 1.0143
H -6.3676 3.8044 -0.7209
H -4.2473 0.5810 2.3784
H -5.6411 1.3352 2.1383